Entry one
{
  "formula": "C2H3O2",
  "method": "ωB97M-V/def2-TZVPD",
  "elements": ["C", "C", "O", "O", "H", "H", "H"],
  "coordinates": [[0.872, -0.085, -0.040], [-0.675, 0.038, -0.028], [1.669, 1.154, 0.024], [1.351, -1.215, -0.044], [-0.915, -0.052, -1.035], [-1.184, 0.948, 0.355], [-1.118, -0.788, 0.769]],
  "nbo_charge": [0.7512, -0.7155, -0.9033, -0.7189, 0.2042, 0.1981, 0.1842],
  "charge": -1,
  "smiles": "CC(=O)[O-]",
  "gap_ev": 7.90,
  "homo_ev": -3.3
}

---

Entry two
{
  "formula": "C2H3O2",
  "method": "ωB97M-V/def2-TZVPD",
  "elements": ["C", "C", "O", "O", "H", "H", "H"],
  "coordinates": [[1.616, 0.611, -0.102], [0.301, 0.046, -0.034], [1.965, 1.782, -0.259], [2.882, -1.223, 0.345], [0.289, -0.277, 0.927], [0.202, -0.938, -0.607], [-0.652, 0.661, -0.241]],
  "nbo_charge": [0.6956, -0.7773, -0.6167, -0.9836, 0.2560, 0.2571, 0.1689],
  "charge": -1,
  "gap_ev": [7.12, 6.73],
  "homo_ev": [-3.0, -2.3]
}

---

Stability check: which of them is least stable? entry two.

---

Entry one
{
  "formula": "C6H9N",
  "method": "ωB97M-V/def2-TZVPD",
  "elements": ["C", "C", "C", "C", "C", "C", "N", "H", "H", "H", "H", "H", "H", "H", "H", "H"],
  "coordinates": [[0.291, 0.680, -0.767], [0.241, -1.375, 0.262], [0.053, 1.927, -1.104], [-0.796, -1.285, 1.055], [1.017, -2.638, -0.003], [-0.526, 2.927, -0.119], [0.844, -0.304, -0.352], [-0.193, 2.043, -2.211], [-1.167, -2.206, 1.482], [-1.220, -0.355, 1.257], [2.112, -2.580, 0.264], [0.907, -2.652, -1.047], [0.470, -3.465, 0.610], [-1.537, 2.610, 0.247], [-0.621, 3.929, -0.363], [0.128, 2.744, 0.787]],
  "mulliken_spin": [0.5124, -0.0193, 0.5291, 0.2684, 0.0105, 0.0871, 0.5123, 0.0674, 0.0017, 0.0136, -0.0044, -0.0038, 0.0015, 0.0519, -0.0141, -0.0143],
  "charge": 0,
  "gap_ev": [5.78, 6.67],
  "spin_multiplicity": 3,
  "s_squared": 2.027,
  "homo_ev": [-4.9, -8.8]
}

---

Entry two
{
  "formula": "C6H9N",
  "method": "ωB97M-V/def2-TZVPD",
  "elements": ["C", "C", "C", "C", "C", "C", "N", "H", "H", "H", "H", "H", "H", "H", "H", "H"],
  "coordinates": [[-2.284, -0.351, -0.696], [1.257, -1.358, 0.355], [1.575, -0.226, -0.638], [0.127, -0.570, -0.298], [-3.299, 0.323, 0.214], [2.234, 0.962, -0.037], [-1.107, -0.480, -0.389], [1.544, -2.306, 0.185], [1.245, -1.069, 1.470], [1.914, -0.395, -1.765], [-3.004, 0.228, 1.247], [-4.346, -0.056, -0.051], [-3.174, 1.355, -0.005], [3.347, 0.775, 0.197], [1.630, 1.272, 0.846], [2.341, 1.896, -0.635]],
  "mulliken_spin": [1.2186, 0.0584, 0.0721, 0.4698, 0.0786, -0.0008, -0.0025, 0.0088, 0.0224, 0.0282, 0.0100, 0.0039, 0.0326, 0.0038, -0.0017, -0.0022],
  "charge": 0,
  "gap_ev": [6.05, 8.42],
  "spin_multiplicity": 3,
  "s_squared": 2.027,
  "homo_ev": [-4.9, -9.3]
}

---

Stability check: which of them is least stable? entry two.

---

Entry one
{
  "formula": "C2HClN2S",
  "method": "ωB97M-V/def2-TZVPD",
  "elements": ["C", "C", "N", "N", "S", "Cl", "H"],
  "coordinates": [[-0.806, 0.019, 0.060], [0.339, 0.782, -0.094], [-0.578, -1.264, 0.118], [0.394, -1.840, 0.030], [0.584, 2.371, -0.083], [1.845, -0.392, 0.019], [-1.778, 0.325, -0.049]],
  "nbo_charge": [-0.3077, -0.1468, 0.0005, 0.0592, 0.0406, 0.1096, 0.2447],
  "charge": 0,
  "gap_ev": 8.18,
  "homo_ev": -8.8
}

---

Entry two
{
  "formula": "C2HClN2S",
  "method": "ωB97M-V/def2-TZVPD",
  "elements": ["C", "C", "N", "N", "S", "Cl", "H"],
  "coordinates": [[-0.342, -0.623, 0.000], [-1.165, -1.514, 0.145], [-1.517, 1.049, 1.067], [-2.474, 1.575, 0.691], [-2.162, -2.748, 0.408], [-3.657, 1.293, -0.697], [0.039, 0.331, -0.323]],
  "nbo_charge": [-0.1722, -0.2834, 0.0509, -0.0473, 0.1986, 0.0024, 0.2510],
  "charge": 0,
  "gap_ev": [6.47, 7.20],
  "homo_ev": [-8.9, -9.3]
}

---

Stability check: which of them is least stable? entry two.

---

Entry one
{
  "formula": "C37H24AuCl5GeN2",
  "method": "ωB97M-V/def2-TZVPD",
  "elements": ["Au", "Cl", "C", "C", "C", "Cl", "C", "Cl", "C", "Cl", "C", "Cl", "C", "C", "C", "C", "C", "C", "Ge", "C", "C", "C", "C", "C", "C", "C", "C", "C", "C", "C", "C", "H", "H", "H", "H", "H", "H", "H", "H", "H", "H", "H", "H", "H", "H", "H", "N", "C", "C", "C", "C", "C", "C", "C", "H", "H", "H", "H", "N", "C", "C", "C", "C", "C", "C", "H", "H", "H", "H", "H"],
  "coordinates": [[1.345, 1.334, -0.228], [0.999, 3.481, 2.194], [0.375, 4.028, 0.663], [0.553, 3.212, -0.453], [0.017, 3.696, -1.643], [0.220, 2.751, -3.086], [-0.694, 4.888, -1.728], [-1.375, 5.413, -3.224], [-0.864, 5.663, -0.585], [-1.766, 7.132, -0.656], [-0.314, 5.235, 0.619], [-0.531, 6.187, 2.044], [-4.136, 3.740, -0.421], [-4.060, 2.840, -1.475], [-3.184, 1.763, -1.412], [-2.362, 1.568, -0.303], [-2.451, 2.484, 0.749], [-3.332, 3.555, 0.697], [-0.981, 0.171, -0.309], [-1.430, -1.060, -1.782], [-1.099, -0.799, -3.111], [-1.446, -1.682, -4.124], [-2.126, -2.854, -3.823], [-2.463, -3.131, -2.506], [-2.118, -2.241, -1.497], [-1.101, -0.923, 1.317], [-0.338, -2.092, 1.380], [-0.291, -2.856, 2.535], [-1.002, -2.459, 3.661], [-1.766, -1.301, 3.615], [-1.814, -0.541, 2.452], [-4.808, 4.587, -0.474], [-4.675, 2.983, -2.355], [-3.131, 1.072, -2.247], [-1.805, 2.379, 1.615], [-3.375, 4.259, 1.520], [-0.554, 0.104, -3.358], [-1.175, -1.460, -5.150], [-2.385, -3.551, -4.611], [-2.990, -4.045, -2.262], [-2.381, -2.476, -0.472], [0.235, -2.410, 0.514], [0.312, -3.756, 2.561], [-0.957, -3.046, 4.570], [-2.327, -0.987, 4.488], [-2.423, 0.356, 2.434], [2.330, -5.925, -3.625], [2.364, -4.980, -2.967], [2.410, -3.811, -2.146], [2.843, -3.886, -0.820], [2.886, -2.767, -0.019], [2.496, -1.496, -0.511], [2.062, -1.443, -1.858], [2.014, -2.565, -2.647], [3.135, -4.846, -0.413], [3.197, -2.865, 1.012], [1.751, -0.484, -2.256], [1.661, -2.490, -3.668], [2.447, -0.374, 0.250], [3.010, -0.373, 1.543], [2.238, -0.017, 2.649], [2.803, 0.047, 3.914], [4.144, -0.250, 4.104], [4.921, -0.606, 3.008], [4.363, -0.661, 1.741], [1.187, 0.207, 2.505], [2.182, 0.327, 4.757], [4.583, -0.201, 5.093], [5.973, -0.829, 3.138], [4.972, -0.919, 0.883]],
  "mulliken_spin": [0.2582, 0.0048, -0.0747, 0.1818, -0.0187, 0.0020, -0.0068, 0.0004, 0.0167, 0.0019, -0.0084, 0.0011, 0.0168, -0.0097, 0.0013, 0.0267, 0.0076, -0.0098, 0.3353, 0.0244, 0.0498, -0.0078, 0.0092, -0.0031, 0.0216, 0.0524, 0.0110, -0.0102, 0.0208, -0.0128, 0.0217, 0.0008, 0.0004, -0.0016, 0.0086, 0.0006, -0.0089, -0.0004, 0.0009, 0.0001, 0.0001, 0.0001, -0.0004, 0.0021, -0.0005, 0.0039, 0.0027, -0.0006, 0.0061, -0.0010, 0.0105, 0.0410, 0.0055, -0.0052, 0.0001, 0.0012, -0.0028, 0.0003, 0.0487, -0.0426, 0.0352, 0.0066, 0.0016, -0.0013, -0.0094, -0.0053, 0.0000, 0.0000, -0.0005, -0.0003],
  "charge": -1,
  "gap_ev": [6.03, 6.31],
  "spin_multiplicity": 2,
  "s_squared": 0.757,
  "homo_ev": [-3.7, -4.7]
}

---

Entry two
{
  "formula": "C37H24AuCl5GeN2",
  "method": "ωB97M-V/def2-TZVPD",
  "elements": ["Au", "Cl", "C", "C", "C", "Cl", "C", "Cl", "C", "Cl", "C", "Cl", "C", "C", "C", "C", "C", "C", "Ge", "C", "C", "C", "C", "C", "C", "C", "C", "C", "C", "C", "C", "H", "H", "H", "H", "H", "H", "H", "H", "H", "H", "H", "H", "H", "H", "H", "N", "C", "C", "C", "C", "C", "C", "C", "H", "H", "H", "H", "N", "C", "C", "C", "C", "C", "C", "H", "H", "H", "H", "H"],
  "coordinates": [[0.330, -1.158, -0.118], [3.403, -1.076, -2.085], [3.485, -1.264, -0.370], [2.309, -1.330, 0.358], [2.420, -1.417, 1.726], [0.867, -1.358, 2.637], [3.619, -1.479, 2.422], [3.694, -1.558, 4.139], [4.789, -1.450, 1.663], [6.323, -1.512, 2.447], [4.721, -1.335, 0.272], [6.181, -1.258, -0.643], [5.053, 2.693, 0.701], [4.545, 2.908, -0.572], [3.243, 2.531, -0.878], [2.426, 1.924, 0.074], [2.961, 1.700, 1.348], [4.256, 2.089, 1.665], [0.616, 1.270, -0.365], [0.141, 1.959, -2.140], [-0.122, 1.104, -3.209], [-0.517, 1.604, -4.445], [-0.653, 2.974, -4.627], [-0.389, 3.840, -3.574], [0.004, 3.335, -2.341], [-0.608, 2.271, 0.832], [-1.938, 2.451, 0.442], [-2.861, 3.063, 1.279], [-2.467, 3.529, 2.526], [-1.145, 3.383, 2.924], [-0.230, 2.752, 2.088], [6.071, 2.978, 0.938], [5.169, 3.361, -1.334], [2.861, 2.692, -1.881], [2.370, 1.179, 2.095], [4.644, 1.908, 2.661], [-0.016, 0.033, -3.069], [-0.723, 0.925, -5.263], [-0.968, 3.366, -5.587], [-0.495, 4.910, -3.711], [0.199, 4.015, -1.518], [-2.256, 2.110, -0.538], [-3.892, 3.170, 0.961], [-3.187, 4.002, 3.185], [-0.823, 3.760, 3.888], [0.794, 2.645, 2.420], [-7.115, -1.055, -0.397], [-5.963, -1.028, -0.392], [-4.523, -0.989, -0.372], [-3.787, -1.314, -1.510], [-2.402, -1.293, -1.463], [-1.711, -0.961, -0.295], [-2.473, -0.609, 0.822], [-3.857, -0.627, 0.798], [-4.303, -1.587, -2.422], [-1.853, -1.562, -2.358], [-1.976, -0.322, 1.743], [-4.427, -0.362, 1.680], [0.147, -3.185, -0.342], [-0.719, -4.065, 0.149], [-0.805, -5.351, -0.478], [-1.740, -6.285, -0.086], [-2.626, -6.002, 0.957], [-2.520, -4.790, 1.642], [-1.586, -3.848, 1.268], [-0.124, -5.532, -1.301], [-1.781, -7.245, -0.587], [-3.392, -6.718, 1.228], [-3.180, -4.589, 2.478], [-1.484, -2.922, 1.816]],
  "mulliken_spin": [-0.0144, 0.0001, -0.0100, 0.0292, -0.0178, 0.0021, -0.0002, 0.0001, -0.0037, -0.0001, 0.0030, 0.0002, -0.0007, 0.0006, -0.0017, -0.0003, -0.0018, 0.0006, -0.0180, 0.0010, -0.0028, 0.0001, -0.0001, 0.0000, -0.0008, -0.0016, 0.0000, 0.0006, -0.0011, 0.0008, -0.0009, -0.0001, 0.0000, 0.0000, 0.0016, 0.0000, 0.0025, 0.0000, 0.0000, 0.0000, -0.0001, 0.0002, 0.0000, -0.0001, 0.0001, 0.0002, -0.0007, 0.0008, -0.0065, -0.0055, -0.0202, 0.0371, -0.0042, -0.0097, 0.0004, 0.0018, -0.0008, 0.0009, 0.6422, -0.0478, 0.2119, -0.1269, 0.2492, -0.1174, 0.1885, 0.0057, -0.0055, 0.0203, -0.0040, 0.0239],
  "charge": -1,
  "gap_ev": [7.20, 6.79],
  "spin_multiplicity": 2,
  "s_squared": 0.802,
  "homo_ev": [-4.9, -4.8]
}

---

Stability check: which of them is least stable? entry two.